<1>
Entry from OMol25: a cluster of 8 separate species, C32H88N8O8 in total (ωB97M-V with the def2-TZVPD basis set).

Last column: Mulliken charge in e.
Element x y z (Å)
C 16.75 -1.30 -23.19  -0.446
O 17.22 -2.59 -22.97  0.002
C 17.48 -3.23 -24.23  -1.170
C 17.67 -4.75 -23.96  1.303
C 19.02 -5.09 -23.33  -1.716
N 17.59 -5.56 -25.14  -0.769
H 17.41 -0.61 -23.71  0.445
H 16.52 -0.84 -22.24  0.017
H 15.85 -1.38 -23.81  -0.006
H 16.81 -2.99 -25.06  0.449
H 18.42 -2.86 -24.64  0.390
H 16.84 -5.13 -23.37  -0.117
H 19.18 -6.14 -23.11  0.422
H 19.09 -4.49 -22.43  0.288
H 19.85 -4.76 -23.95  0.396
H 17.66 -6.55 -24.94  0.302
H 16.66 -5.39 -25.51  0.268
C 13.58 0.62 -24.09  -1.108
O 12.98 -0.66 -23.82  -0.367
C 12.39 -1.41 -24.94  -0.376
C 11.28 -0.53 -25.61  0.440
C 10.17 0.00 -24.64  -1.199
N 10.66 -1.26 -26.68  -0.729
H 14.27 0.88 -23.29  0.270
H 12.85 1.43 -24.00  0.327
H 13.96 0.74 -25.11  0.415
H 13.20 -1.65 -25.64  0.347
H 11.95 -2.30 -24.50  -0.070
H 11.88 0.22 -26.12  0.239
H 9.45 -0.79 -24.41  0.383
H 9.68 0.88 -25.05  0.354
H 10.66 0.27 -23.71  0.145
H 9.93 -0.71 -27.12  0.279
H 10.14 -2.02 -26.27  0.284
C 11.83 -6.10 -22.85  -0.666
O 11.40 -6.09 -21.49  -0.087
C 10.02 -5.81 -21.30  -0.546
C 9.64 -5.84 -19.81  0.312
C 8.15 -5.45 -19.45  -1.364
N 10.54 -4.88 -19.11  -0.539
H 11.52 -5.15 -23.27  0.201
H 11.48 -6.90 -23.50  0.296
H 12.91 -6.05 -22.92  0.180
H 9.77 -4.87 -21.78  0.224
H 9.44 -6.59 -21.79  0.443
H 9.77 -6.74 -19.20  0.319
H 8.11 -5.44 -18.36  0.407
H 7.42 -6.22 -19.70  0.408
H 7.94 -4.42 -19.75  0.102
H 10.53 -3.94 -19.47  0.443
H 11.41 -5.12 -19.57  0.011
C 17.87 -5.39 -14.50  -0.739
O 16.68 -5.21 -15.23  -0.325
C 16.38 -3.85 -15.61  -0.933
C 14.96 -3.84 -16.28  1.666
C 14.55 -2.40 -16.73  -1.366
N 13.98 -4.16 -15.28  -0.886
H 18.71 -5.42 -15.19  0.283
H 17.83 -6.39 -14.08  0.229
H 18.00 -4.57 -13.79  0.294
H 16.45 -3.21 -14.73  0.593
H 17.09 -3.56 -16.38  0.301
H 14.88 -4.58 -17.07  -0.473
H 15.16 -1.93 -17.51  0.067
H 14.55 -1.71 -15.88  0.526
H 13.51 -2.43 -17.06  0.197
H 13.15 -4.51 -15.73  0.269
H 14.33 -5.01 -14.87  0.335
C 5.05 0.06 -19.44  -0.494
O 4.03 -0.56 -20.21  -0.306
C 2.87 0.25 -20.30  -0.739
C 1.74 -0.46 -21.10  0.454
C 0.50 0.42 -21.25  -1.510
N 1.28 -1.68 -20.48  -0.728
H 4.87 -0.13 -18.38  0.300
H 5.15 1.11 -19.73  0.310
H 5.97 -0.47 -19.67  0.003
H 2.46 0.46 -19.31  0.304
H 3.19 1.22 -20.67  0.407
H 2.16 -0.64 -22.09  0.305
H 0.22 0.94 -20.33  0.360
H -0.35 -0.10 -21.68  0.376
H 0.71 1.30 -21.87  0.393
H 2.13 -2.20 -20.29  0.297
H 0.89 -1.42 -19.59  0.276
C 9.20 -1.48 -20.24  -0.763
O 10.46 -2.10 -20.28  -0.206
C 11.57 -1.20 -20.35  -1.189
C 12.93 -1.89 -20.35  1.426
C 14.10 -0.89 -20.27  -1.399
N 13.02 -2.58 -21.64  0.369
H 8.40 -2.19 -20.04  0.013
H 9.07 -1.09 -21.25  0.326
H 9.20 -0.60 -19.58  0.377
H 11.50 -0.58 -21.25  0.162
H 11.56 -0.50 -19.52  0.598
H 13.00 -2.65 -19.57  -0.078
H 15.03 -1.45 -20.33  -0.045
H 13.97 -0.38 -19.31  0.531
H 14.05 -0.18 -21.10  0.073
H 12.16 -3.10 -21.73  -0.059
H 12.92 -1.97 -22.44  -0.151
C 14.13 -8.47 -18.95  -0.805
O 14.87 -7.29 -18.98  -0.389
C 14.37 -6.28 -19.93  -0.342
C 15.46 -5.41 -20.57  0.339
C 16.13 -4.44 -19.58  -0.923
N 15.02 -4.77 -21.76  0.060
H 14.69 -9.20 -18.35  0.323
H 14.01 -8.98 -19.90  0.301
H 13.17 -8.38 -18.45  0.297
H 13.83 -6.72 -20.76  0.535
H 13.68 -5.64 -19.38  -0.120
H 16.29 -6.07 -20.82  0.413
H 17.09 -4.06 -19.95  0.258
H 16.33 -5.05 -18.70  0.481
H 15.47 -3.67 -19.20  -0.089
H 14.26 -4.10 -21.69  -0.242
H 15.74 -4.24 -22.23  0.064
C 18.17 -0.75 -19.36  -0.264
O 19.39 -0.59 -18.65  -0.442
C 20.14 0.54 -19.18  -0.737
C 19.64 1.93 -18.63  0.356
C 20.63 2.97 -19.16  -1.392
N 19.85 1.96 -17.17  -0.723
H 17.59 0.17 -19.48  0.301
H 17.55 -1.40 -18.76  -0.101
H 18.38 -1.21 -20.33  0.284
H 21.18 0.42 -18.89  0.396
H 20.22 0.51 -20.27  0.307
H 18.59 2.10 -18.86  0.332
H 20.87 2.78 -20.21  0.342
H 21.64 2.91 -18.75  0.372
H 20.30 3.99 -18.96  0.337
H 19.62 1.01 -16.93  0.280
H 20.86 1.97 -17.08  0.329

Properties
HOMO energy: -8.181 eV
LUMO: 0.0127 hartree
SMILES: COC[C@H](C)N.COC[C@H](C)N.COC[C@H](C)N.COC[C@H](C)N.COC[C@H](C)N.COC[C@H](C)N.COC[C@H](C)N.COC[C@H](C)N

---

<2>
Entry from OMol25: a cluster of 8 separate species, C32H88N8O8 in total (ωB97M-V with the def2-TZVPD basis set).

Last column: Mulliken charge in e.
Element x y z (Å)
C -5.36 2.18 -9.28  -0.719
O -4.18 1.48 -9.80  -0.375
C -4.28 0.08 -10.04  -0.729
C -4.23 -0.70 -8.67  0.554
C -2.97 -0.33 -7.92  -1.275
N -4.43 -2.12 -8.92  -0.779
H -5.35 3.15 -9.76  0.288
H -5.41 2.20 -8.19  0.238
H -6.24 1.73 -9.76  0.327
H -5.13 -0.20 -10.66  0.396
H -3.42 -0.07 -10.69  0.334
H -5.08 -0.46 -8.03  0.244
H -3.17 0.68 -7.55  0.284
H -2.08 -0.42 -8.54  0.300
H -2.84 -1.03 -7.10  0.402
H -3.71 -2.39 -9.57  0.260
H -5.24 -2.39 -9.46  0.250
C 9.49 5.29 0.43  -0.695
O 9.20 6.37 -0.41  -0.304
C 10.35 7.25 -0.73  -0.598
C 9.93 8.66 -1.33  0.371
C 9.56 8.51 -2.81  -1.418
N 10.86 9.82 -1.23  -0.690
H 10.34 4.72 0.08  0.291
H 8.55 4.73 0.39  0.252
H 9.53 5.60 1.48  0.272
H 10.88 7.52 0.19  0.330
H 11.01 6.59 -1.30  0.338
H 8.93 8.80 -0.93  0.248
H 9.37 9.50 -3.24  0.382
H 8.63 7.94 -2.90  0.355
H 10.32 7.90 -3.30  0.332
H 10.43 10.73 -1.29  0.270
H 11.53 9.71 -1.98  0.262
C 3.07 -10.56 4.09  -0.786
O 2.49 -11.78 3.57  -0.262
C 1.58 -11.66 2.57  -0.635
C 1.63 -12.99 1.82  0.360
C 0.70 -13.11 0.60  -1.369
N 1.20 -14.07 2.68  -0.735
H 2.28 -10.14 4.71  0.315
H 3.34 -9.82 3.35  0.301
H 3.81 -10.92 4.81  0.252
H 0.58 -11.52 3.00  0.313
H 1.68 -10.86 1.83  0.353
H 2.65 -12.99 1.43  0.258
H -0.38 -13.13 0.75  0.306
H 0.78 -14.02 0.01  0.357
H 0.89 -12.24 -0.03  0.356
H 0.31 -13.73 3.01  0.293
H 1.79 -14.10 3.51  0.322
C -3.87 7.04 -2.97  -0.653
O -2.98 7.38 -1.97  -0.342
C -1.65 7.46 -2.33  -0.675
C -1.36 8.81 -3.09  0.346
C 0.08 8.81 -3.42  -1.457
N -1.61 9.93 -2.11  -0.752
H -3.75 6.01 -3.30  0.284
H -3.88 7.79 -3.76  0.290
H -4.80 7.17 -2.41  0.233
H -1.10 7.58 -1.40  0.401
H -1.31 6.59 -2.88  0.342
H -2.04 9.04 -3.90  0.307
H 0.35 8.01 -4.11  0.363
H 0.61 8.52 -2.52  0.333
H 0.44 9.78 -3.76  0.380
H -0.88 9.87 -1.41  0.301
H -2.37 9.51 -1.61  0.297
C -8.58 -11.13 -2.87  -0.683
O -8.40 -9.71 -3.24  -0.379
C -8.23 -8.79 -2.16  -0.861
C -8.10 -7.36 -2.74  0.617
C -8.97 -6.92 -3.84  -1.405
N -6.79 -7.40 -3.36  -0.805
H -9.05 -11.05 -1.89  0.308
H -7.60 -11.60 -2.75  0.255
H -9.15 -11.69 -3.60  0.220
H -9.16 -8.84 -1.59  0.472
H -7.43 -9.07 -1.48  0.415
H -7.93 -6.71 -1.89  0.249
H -8.83 -5.95 -4.32  0.389
H -9.99 -7.03 -3.46  0.307
H -8.84 -7.56 -4.71  0.359
H -6.72 -6.79 -4.16  0.269
H -6.76 -8.33 -3.75  0.273
C 10.81 6.27 10.01  -0.763
O 10.24 5.05 9.71  -0.301
C 9.39 5.05 8.53  -0.681
C 8.49 3.67 8.55  0.484
C 9.25 2.43 8.20  -1.367
N 7.32 3.62 7.72  -0.718
H 10.22 7.02 10.54  0.292
H 11.30 6.72 9.15  0.323
H 11.54 5.96 10.76  0.249
H 8.77 5.94 8.54  0.352
H 9.79 5.24 7.54  0.353
H 8.06 3.60 9.55  0.222
H 10.11 2.24 8.84  0.357
H 9.72 2.40 7.22  0.336
H 8.69 1.50 8.35  0.373
H 7.57 3.64 6.74  0.250
H 6.75 4.45 7.70  0.239
C -8.52 2.36 3.50  -0.711
O -7.33 2.17 2.72  -0.398
C -6.21 3.03 2.91  -0.776
C -5.57 2.80 4.23  0.474
C -4.31 3.67 4.38  -1.614
N -5.18 1.44 4.32  -0.771
H -8.43 2.10 4.56  0.314
H -9.20 1.58 3.17  0.271
H -8.98 3.34 3.35  0.299
H -5.45 2.83 2.15  0.419
H -6.50 4.08 2.95  0.342
H -6.29 3.16 4.96  0.341
H -3.73 3.84 3.48  0.328
H -3.72 3.37 5.25  0.404
H -4.65 4.66 4.69  0.436
H -5.95 1.11 3.76  0.363
H -4.39 1.31 3.70  0.280
C 0.78 0.15 0.87  -0.746
O -0.23 -0.73 1.37  -0.299
C 0.18 -2.06 1.14  -0.873
C -1.04 -2.98 1.02  0.652
C -1.34 -3.84 2.19  -1.380
N -1.01 -3.79 -0.18  -0.779
H 1.73 -0.19 1.28  0.315
H 0.50 1.18 1.12  0.238
H 0.79 0.14 -0.22  0.314
H 0.82 -2.09 0.25  0.480
H 0.95 -2.42 1.82  0.344
H -1.84 -2.25 0.86  0.101
H -1.51 -3.15 3.01  0.377
H -0.58 -4.50 2.59  0.333
H -2.32 -4.30 2.28  0.400
H -1.82 -4.38 -0.29  0.269
H -1.16 -3.20 -0.98  0.255

Properties
HOMO energy: -8.858 eV
LUMO: 0.0197 hartree
SMILES: COC[C@H](C)N.COC[C@H](C)N.COC[C@H](C)N.COC[C@H](C)N.COC[C@H](C)N.COC[C@H](C)N.COC[C@H](C)N.COC[C@H](C)N

---

Most favorable structure: <1>. The second most favorable one is 86.6 kcal/mol above it.